C9H18FO9RbTl | ωB97M-V/def2-TZVPD

Geometry as XYZ:
```
39
Properties=species:S:1:pos:R:3:forces:R:3:mulliken_charge:R:1
Rb -0.324 -0.239 3.866 -0.171 -0.065 0.204 0.992
Tl 0.666 -0.565 -1.366 -1.045 0.001 2.394 1.425
F 0.356 -0.451 1.010 0.242 0.045 -1.629 -0.436
C -0.096 3.508 0.991 0.670 -0.279 0.899 -0.611
O -0.510 4.086 -0.228 -0.084 0.056 0.005 -0.259
C -0.834 3.291 -1.221 -0.033 1.576 0.081 0.706
O -0.634 2.104 -1.312 -0.061 -1.178 -0.173 -0.463
O -1.438 4.096 -2.107 -0.453 0.096 0.627 -0.203
C -2.178 3.594 -3.160 0.174 -1.498 -1.501 -0.521
H 0.984 3.320 0.988 -0.132 -0.235 -0.315 0.293
H -0.661 2.598 1.201 0.101 -0.023 -0.104 0.250
H -0.233 4.221 1.804 -0.366 0.219 -0.374 0.318
H -2.586 4.359 -3.813 0.459 0.405 0.314 0.291
H -3.013 2.905 -2.945 -0.018 0.190 0.899 0.316
H -1.516 2.889 -3.693 -0.014 0.186 -0.464 0.294
C 3.237 0.188 2.471 -0.264 0.553 -0.703 -0.122
O 3.946 -1.023 2.344 0.157 -0.941 0.345 -0.329
C 3.724 -1.776 1.264 1.099 0.605 1.425 0.754
O 3.075 -1.357 0.316 -0.594 -0.160 -1.335 -0.380
O 4.348 -2.912 1.266 -0.741 0.046 -1.128 -0.249
C 5.284 -3.305 2.280 -0.150 -0.055 0.621 -0.564
H 2.171 -0.024 2.600 0.074 0.020 -0.005 -0.330
H 3.340 0.723 1.525 -0.084 0.304 0.193 0.275
H 3.641 0.766 3.298 0.150 -0.265 -0.021 0.382
H 5.336 -4.388 2.213 0.110 0.109 -0.081 0.257
H 4.884 -2.980 3.239 0.244 -0.072 0.119 0.327
H 6.258 -2.846 2.096 -0.049 0.025 -0.064 0.325
C -2.943 -1.549 1.108 1.741 0.404 1.371 -0.507
O -3.637 -1.600 -0.098 0.709 -0.277 -1.506 -0.265
C -2.958 -1.787 -1.257 -2.957 1.341 0.987 0.866
O -1.764 -1.914 -1.402 2.629 -0.153 -0.057 -0.582
O -3.838 -1.737 -2.207 -0.226 0.115 -0.112 -0.279
C -3.527 -1.866 -3.599 0.211 -0.886 -0.420 -0.597
H -3.181 -2.395 1.751 -0.239 -0.048 -0.209 0.326
H -3.128 -0.618 1.656 -0.830 -0.078 -0.314 0.285
H -1.851 -1.488 0.985 -0.220 -0.493 -0.422 0.117
H -3.234 -2.904 -3.771 -0.037 -0.045 -0.071 0.347
H -2.711 -1.242 -3.962 -0.063 0.307 0.393 0.291
H -4.455 -1.682 -4.133 0.060 0.144 0.133 0.261
```
Positions in Å, forces in eV/Å.

Its HOMO-LUMO gap is 2.498 eV. The calculation puts the maximum force at 3.4 eV Å⁻¹. The calculation puts the relative energy (zero: lowest compared OMol25 entry of this formula, charge and spin) at 0.0 kJ/mol. Its LUMO energy is -16.68 eV. Its charge is +3. As for the highest occupied orbital energy: -19.1813 eV.